[1]
# C25H52BO5

A 2-piece molecular cluster, C25H52BO5 overall (the ωB97M-V functional and the def2-TZVPD basis, OMol25).

Positions of all 83 atoms, in Å:
C: -3.217 -0.624 -0.557
C: -3.504 -0.725 -2.094
C: -2.519 0.096 -3.008
C: -1.135 0.425 -2.361
C: -0.211 -0.845 -2.459
C: 0.663 -1.098 -1.194
C: 1.750 0.008 -0.914
C: 1.731 0.390 0.606
C: 2.651 -0.480 1.523
C: 2.420 -2.031 1.461
C: 1.192 -2.578 2.299
C: 0.204 -1.492 2.819
C: -0.784 -2.153 3.869
C: -2.240 -1.571 3.812
C: -2.621 -0.653 5.055
C: -2.686 0.870 4.618
C: -1.356 1.130 3.811
C: -0.950 2.635 3.667
C: 0.244 2.660 2.616
C: 0.968 4.056 2.492
B: 1.103 4.490 0.897
O: -0.075 5.306 0.540
C: -0.552 4.796 -0.702
C: 0.088 3.336 -0.879
O: 1.274 3.422 -0.109
H: -3.988 -1.115 0.075
H: -3.123 0.458 -0.296
H: -2.222 -1.082 -0.363
H: -3.605 -1.797 -2.381
H: -4.523 -0.287 -2.253
H: -2.302 -0.549 -3.898
H: -3.047 0.993 -3.394
H: -1.186 0.874 -1.349
H: -0.665 1.202 -3.016
H: 0.406 -0.833 -3.389
H: -0.882 -1.738 -2.567
H: 0.045 -1.217 -0.273
H: 1.216 -2.059 -1.364
H: 2.769 -0.245 -1.274
H: 1.443 0.933 -1.465
H: 0.671 0.428 0.952
H: 2.089 1.447 0.682
H: 3.700 -0.310 1.166
H: 2.649 -0.123 2.579
H: 3.336 -2.496 1.910
H: 2.379 -2.434 0.424
H: 1.552 -3.149 3.188
H: 0.663 -3.326 1.659
H: 0.689 -0.643 3.336
H: -0.448 -1.093 2.008
H: -0.333 -2.155 4.886
H: -0.862 -3.232 3.575
H: -2.486 -1.070 2.853
H: -2.934 -2.447 3.883
H: -3.587 -1.001 5.493
H: -1.824 -0.769 5.829
H: -2.806 1.539 5.494
H: -3.551 0.987 3.929
H: -1.465 0.735 2.781
H: -0.548 0.633 4.395
H: -1.791 3.175 3.170
H: -0.665 3.121 4.623
H: 0.957 1.860 2.952
H: -0.191 2.293 1.657
H: 0.443 4.809 3.121
H: 2.016 3.905 2.868
H: 2.153 5.116 0.881
H: -1.670 4.793 -0.644
H: -0.148 5.510 -1.461
H: 0.202 3.035 -1.944
H: -0.698 2.618 -0.500
C: 2.954 -4.124 -4.296
O: 3.215 -3.879 -5.678
C: 2.482 -2.893 -6.199
O: 1.665 -2.239 -5.614
O: 2.817 -2.762 -7.485
C: 2.103 -1.733 -8.168
H: 3.602 -4.940 -3.982
H: 3.186 -3.243 -3.697
H: 1.916 -4.425 -4.147
H: 2.303 -0.761 -7.717
H: 1.033 -1.942 -8.168
H: 2.456 -1.719 -9.197

For the LUMO energy, the calculation gives 2.19 eV. The value obtained for the highest occupied orbital energy is -3.486 eV. Its charge is -1. The HOMO-LUMO gap comes out at 5.67 eV.


[2]
# C25H52BrLi3N3NaO6P

C25H52BrLi3N3NaO6P as an isolated structure (the ωB97M-V functional and the def2-TZVPD basis, OMol25).

Positions of all 92 atoms, in Å:
C: 7.171 -1.466 1.842
C: 5.831 -2.057 2.319
P: 4.657 -2.166 0.899
C: 5.559 -2.528 -0.644
C: 3.889 -0.424 0.743
C: 3.577 -0.266 -0.665
N: 3.124 -0.254 -1.721
C: 2.610 -0.501 1.620
C: 2.814 0.309 2.824
N: 2.971 1.030 3.696
C: 1.359 -0.028 0.877
C: 0.096 -0.539 1.646
C: -1.172 0.315 1.435
O: -2.148 -0.262 0.604
C: -2.699 -1.486 1.112
H: 7.718 -2.229 1.289
H: 6.941 -0.648 1.165
H: 7.784 -1.124 2.673
H: 5.929 -3.064 2.719
H: 5.360 -1.363 3.019
H: 5.723 -3.603 -0.646
H: 4.948 -2.288 -1.512
H: 6.538 -2.054 -0.735
H: 4.595 0.362 1.024
H: 2.432 -1.539 1.921
H: 1.273 1.059 0.884
H: 1.306 -0.438 -0.125
H: 0.300 -0.619 2.714
H: -0.056 -1.572 1.312
H: -0.903 1.270 0.966
H: -1.575 0.589 2.417
H: -2.298 -2.325 0.543
H: -3.783 -1.481 1.022
H: -2.421 -1.644 2.156
Li: 1.023 -1.706 -1.045
O: 8.747 0.801 1.101
H: 9.456 0.759 0.445
H: 8.175 1.519 0.786
O: -3.662 -6.585 -1.705
C: -3.318 -5.439 -1.467
C: -1.749 -5.525 -0.378
O: -1.393 -4.385 -0.091
H: -3.939 -4.813 -0.793
H: -2.943 -4.788 -2.279
H: -1.070 -6.172 -1.036
H: -2.043 -6.192 0.462
Na: -0.325 1.021 -1.317
O: 1.507 -4.130 -2.463
H: 2.316 -4.476 -2.851
C: 4.683 -7.426 0.429
C: 4.531 -5.999 0.919
O: 5.413 -5.183 0.800
C: 3.207 -5.646 1.538
H: 5.669 -7.591 0.002
H: 4.544 -8.110 1.277
H: 3.929 -7.622 -0.342
H: 3.025 -6.265 2.424
H: 2.396 -5.795 0.816
H: 3.221 -4.601 1.837
Li: 6.954 2.794 0.758
C: -4.474 2.767 0.480
C: -4.225 2.862 -1.029
C: -3.800 4.215 -1.579
N: -4.859 5.286 -1.756
C: -4.128 6.478 -2.343
C: -4.955 7.748 -2.376
C: -5.469 8.090 -0.985
C: -6.293 6.927 -0.456
C: -5.492 5.635 -0.432
C: -5.890 4.813 -2.723
H: -5.483 3.061 0.763
H: -4.356 1.732 0.801
H: -3.763 3.373 1.045
H: -5.074 2.450 -1.578
H: -3.386 2.199 -1.248
H: -3.377 4.073 -2.575
H: -3.025 4.648 -0.946
H: -3.242 6.630 -1.727
H: -3.811 6.188 -3.343
H: -4.330 8.557 -2.755
H: -5.790 7.652 -3.075
H: -6.068 8.999 -1.014
H: -4.627 8.286 -0.314
H: -7.197 6.805 -1.059
H: -6.631 7.137 0.559
H: -6.150 4.811 -0.173
H: -4.684 5.700 0.296
H: -6.414 3.965 -2.295
H: -5.392 4.525 -3.645
H: -6.597 5.613 -2.915
Br: 0.308 -7.591 -0.177
Li: 2.871 -9.040 1.353

For the LUMO energy, the calculation gives -3.67 eV. The value obtained for the highest occupied orbital energy is -5.626 eV. Its charge is +1. The HOMO-LUMO gap comes out at 1.95 eV. The energy above the lowest of the compared OMol25 structures with the same formula, charge and spin is 0.0 kJ/mol.


[3]
# C25H52Cl2P2PtSi2

C25H52Cl2P2PtSi2 as an isolated structure (the ωB97M-V functional and the def2-TZVPD basis, OMol25).

Positions of all 84 atoms, in Å:
Pt: -0.673 0.858 0.347
C: 1.376 -2.496 -0.511
C: 0.945 -2.058 -1.790
C: 1.840 -1.025 -2.202
Si: -0.664 -2.673 -2.495
C: 2.738 -0.762 -1.127
C: 2.399 -1.629 -0.044
Si: 2.858 -1.596 1.759
H: 0.989 -3.358 0.023
H: 1.827 -0.530 -3.168
H: 3.542 -0.033 -1.119
Cl: -1.645 2.880 0.397
C: 2.660 -3.317 2.453
C: 4.639 -1.065 1.882
C: -0.933 -4.431 -1.929
C: -0.533 -2.624 -4.353
H: 5.240 -1.803 1.330
H: 4.965 -1.078 2.932
H: 4.843 -0.074 1.459
H: 1.604 -3.586 2.591
H: 3.170 -3.376 3.425
H: 3.122 -4.046 1.773
H: 0.304 -3.280 -4.639
H: -0.339 -1.625 -4.762
H: -1.449 -3.025 -4.808
H: 0.020 -4.978 -1.948
H: -1.634 -4.929 -2.614
H: -1.343 -4.475 -0.911
C: 1.583 -0.490 2.673
C: -2.077 -1.640 -1.709
P: 1.034 1.152 2.036
H: 1.951 -0.384 3.705
H: 0.660 -1.088 2.732
P: -2.016 0.193 -1.563
H: -2.163 -1.998 -0.670
H: -3.008 -1.936 -2.219
C: -3.813 0.733 -1.419
C: -1.545 0.645 -3.326
C: 2.717 1.923 1.708
C: 0.426 2.113 3.535
C: -1.090 2.251 3.662
H: 0.839 3.118 3.340
C: 0.946 1.598 4.881
H: 0.550 0.597 5.095
H: 0.576 2.269 5.669
H: 2.036 1.574 4.966
H: -1.540 2.637 2.742
H: -1.309 2.963 4.471
H: -1.562 1.297 3.924
H: 3.125 1.249 0.935
C: 3.622 1.910 2.947
C: 2.701 3.355 1.150
H: 3.722 0.933 3.430
H: 3.272 2.642 3.687
H: 4.631 2.219 2.639
H: 2.727 3.355 0.056
H: 3.605 3.883 1.485
H: 1.827 3.927 1.491
H: -0.544 0.186 -3.409
C: -1.419 2.151 -3.625
C: -2.483 0.033 -4.375
H: -2.693 -1.031 -4.236
H: -2.010 0.139 -5.362
H: -3.431 0.585 -4.412
H: -0.373 2.474 -3.592
H: -2.008 2.770 -2.936
H: -1.766 2.348 -4.650
C: -4.325 0.970 0.003
C: -4.831 -0.190 -2.096
H: -3.792 1.705 -1.940
H: -4.923 -1.138 -1.549
H: -4.626 -0.407 -3.146
H: -5.813 0.303 -2.053
H: -4.504 0.024 0.529
H: -5.286 1.500 -0.062
H: -3.647 1.598 0.588
C: 0.691 2.004 -1.014
H: 1.526 1.371 -1.307
H: 0.055 2.282 -1.842
H: 0.982 2.867 -0.427
Cl: -1.110 -2.204 1.499
C: -1.669 -0.485 1.548
H: -2.724 -0.527 1.265
H: -1.573 -0.190 2.595

For the LUMO energy (alpha / beta), the calculation gives 0.68 / -1.87 eV. The expectation value of S² is 6.0279. The value obtained for the highest occupied orbital energy (alpha / beta) is -4.126 / -7.892 eV. Its charge is 0. The HOMO-LUMO gap (alpha / beta) comes out at 4.80 / 6.02 eV. The energy above the lowest of the compared OMol25 structures with the same formula, charge and spin is 0.0 kJ/mol. Its multiplicity is 5.


[4]
# C25H52N7RuSi4Te

C25H52N7RuSi4Te as an isolated structure (the ωB97M-V functional and the def2-TZVPD basis, OMol25).

Positions of all 90 atoms, in Å:
Ru: 1.575 1.963 0.122
N: 3.631 2.180 -0.695
C: 4.443 3.160 0.062
C: 3.772 4.512 -0.061
N: 2.413 4.485 0.513
C: 2.462 4.764 1.964
C: 1.580 3.836 2.775
N: 2.004 2.441 2.547
C: 1.488 5.384 -0.207
C: 0.205 4.679 -0.598
N: 0.530 3.471 -1.396
H: 4.112 1.285 -0.711
H: 3.588 2.488 -1.663
H: 5.459 3.223 -0.333
H: 4.505 2.830 1.098
H: 3.709 4.751 -1.124
H: 4.393 5.280 0.408
H: 2.177 5.798 2.168
H: 3.489 4.639 2.315
H: 0.532 3.929 2.483
H: 1.661 4.121 3.826
H: 1.428 1.823 3.108
H: 2.954 2.331 2.893
H: 1.965 5.757 -1.115
H: 1.234 6.262 0.390
H: -0.429 5.376 -1.151
H: -0.338 4.360 0.293
H: 1.079 3.759 -2.202
H: -0.329 3.090 -1.776
N: 3.767 -7.292 -4.667
C: 3.567 -6.416 -3.952
C: 3.337 -5.317 -3.062
C: 3.582 -5.449 -1.698
C: 3.379 -4.373 -0.853
C: 2.940 -3.158 -1.364
C: 2.689 -3.024 -2.725
C: 2.882 -4.102 -3.569
N: 2.746 -2.043 -0.483
C: 3.157 -1.949 0.825
C: 2.759 -0.730 1.278
N: 2.108 -0.073 0.262
C: 2.125 -0.885 -0.786
H: 3.930 -6.392 -1.300
H: 3.563 -4.502 0.204
H: 2.364 -2.084 -3.150
H: 2.688 -4.003 -4.628
H: 3.702 -2.720 1.338
H: 2.900 -0.295 2.251
H: 1.666 -0.670 -1.735
C: -5.795 -0.963 1.189
Si: -4.481 0.222 1.774
C: -3.854 -0.030 3.515
C: -4.683 1.991 1.216
Si: -2.289 -0.568 0.421
Te: -0.810 1.375 0.958
Si: -3.044 -0.677 -1.940
C: -3.798 0.986 -2.377
C: -1.429 -0.972 -2.866
C: -4.215 -2.134 -2.032
Si: -1.574 -2.770 1.279
C: -0.449 -3.447 -0.073
C: -0.667 -2.527 2.902
C: -3.177 -3.727 1.438
H: -6.651 -0.911 1.870
H: -5.457 -2.000 1.183
H: -6.160 -0.704 0.194
H: -4.510 0.516 4.201
H: -2.842 0.354 3.651
H: -3.872 -1.080 3.809
H: -5.490 2.463 1.786
H: -4.948 2.054 0.160
H: -3.777 2.575 1.384
H: -3.222 1.816 -1.961
H: -4.825 1.073 -2.019
H: -3.827 1.110 -3.463
H: -0.729 -0.145 -2.723
H: -1.636 -1.046 -3.937
H: -0.942 -1.901 -2.565
H: -5.002 -2.090 -1.278
H: -3.692 -3.086 -1.932
H: -4.707 -2.137 -3.009
H: 0.242 -2.694 -0.457
H: -1.024 -3.841 -0.913
H: 0.147 -4.274 0.324
H: 0.220 -1.899 2.793
H: -0.341 -3.500 3.280
H: -1.308 -2.081 3.665
H: -3.790 -3.660 0.537
H: -3.770 -3.385 2.289
H: -2.962 -4.786 1.603

For the LUMO energy (alpha / beta), the calculation gives -8.28 / -10.85 eV. The expectation value of S² is 6.0260. The value obtained for the highest occupied orbital energy (alpha / beta) is -15.838 / -15.828 eV. Its charge is +3. The HOMO-LUMO gap (alpha / beta) comes out at 7.56 / 4.98 eV. Its multiplicity is 5.


[5]
# C25H53HgN4O9

C25H53HgN4O9 as an isolated structure (the ωB97M-V functional and the def2-TZVPD basis, OMol25).

Positions of all 92 atoms, in Å:
Hg: -0.208 0.029 -0.013
C: -2.401 -3.731 1.425
C: -1.599 -2.693 2.225
C: -0.331 -3.348 2.936
O: -1.223 -1.629 1.473
H: -3.039 -4.195 2.178
H: -1.791 -4.267 0.698
H: -3.147 -3.205 0.831
H: -2.191 -2.319 3.061
H: 0.379 -3.700 2.187
H: -0.585 -4.207 3.557
H: 0.208 -2.575 3.484
C: 1.260 1.623 -4.038
C: 2.323 1.847 -5.024
C: 3.829 1.797 -4.479
O: 4.773 2.077 -5.244
C: 4.107 1.543 -3.102
C: 3.038 1.476 -2.261
C: 1.575 1.480 -2.736
O: 0.558 1.270 -1.916
O: 3.375 1.243 -0.982
O: 2.162 2.117 -6.219
H: 0.235 1.658 -4.378
H: 5.102 1.563 -2.683
C: 1.647 -3.646 -0.280
C: 2.405 -2.369 0.151
C: 3.957 -2.377 -0.083
O: 4.462 -3.428 0.793
C: 5.806 -3.147 1.272
N: 1.763 -1.274 -0.576
H: 0.578 -3.432 -0.266
H: 1.822 -4.602 0.212
H: 1.858 -3.753 -1.344
H: 2.301 -2.148 1.214
H: 4.295 -1.393 0.242
H: 4.248 -2.542 -1.120
H: 5.926 -2.173 1.747
H: 6.614 -3.282 0.554
H: 5.917 -3.834 2.112
H: 1.866 -1.533 -1.547
H: 2.393 -0.490 -0.483
C: -2.638 2.687 -1.249
C: -2.035 3.100 0.084
C: -3.100 3.675 1.117
O: -2.445 4.296 2.177
C: -3.282 4.944 3.076
N: -1.494 1.812 0.753
H: -3.418 3.316 -1.679
H: -3.127 1.713 -1.248
H: -1.899 2.662 -2.049
H: -1.257 3.862 0.048
H: -3.845 2.967 1.478
H: -3.606 4.409 0.490
H: -2.779 5.534 3.841
H: -3.867 4.274 3.706
H: -3.751 5.757 2.522
H: -0.868 2.260 1.406
H: -2.236 1.584 1.399
C: 3.272 0.644 2.606
C: 1.704 0.766 2.631
C: 0.986 1.488 3.746
O: -0.411 1.142 3.645
C: -1.203 1.929 4.512
N: 1.356 1.304 1.284
H: 3.544 0.117 1.691
H: 3.716 0.224 3.508
H: 3.833 1.560 2.418
H: 1.288 -0.240 2.574
H: 1.236 2.544 3.635
H: 1.429 1.205 4.701
H: -1.244 2.982 4.233
H: -0.725 2.010 5.488
H: -2.218 1.545 4.609
H: 2.304 1.174 0.959
H: 1.386 2.307 1.392
C: -2.138 -2.799 -2.444
C: -1.816 -1.361 -2.488
C: -2.481 -0.587 -3.675
O: -3.952 -0.549 -3.536
C: -4.653 -0.156 -4.686
N: -2.157 -0.836 -1.153
H: -2.034 -3.231 -3.439
H: -3.220 -2.817 -2.317
H: -1.633 -3.456 -1.737
H: -0.745 -1.280 -2.669
H: -2.136 -1.041 -4.604
H: -2.099 0.433 -3.629
H: -4.206 0.801 -4.953
H: -5.718 0.029 -4.547
H: -4.633 -0.922 -5.461
H: -3.140 -0.666 -1.309
H: -2.111 -1.545 -0.435

For the LUMO energy (alpha / beta), the calculation gives 3.94 / 3.89 eV. The expectation value of S² is 0.7505. The value obtained for the highest occupied orbital energy (alpha / beta) is 2.261 / -2.298 eV. Its charge is -2. The HOMO-LUMO gap (alpha / beta) comes out at 1.68 / 6.19 eV. Its multiplicity is 2.


Ordered molar mass results: 443.50 645.40 736.80 791.75 754.31; unit g/mol.
Ordered electronic energy results: -1384.8330 -4699.0743 -3285.0364 -2887.1374 -2033.7065; unit Ha.